i) Below is 2 unconnected molecules or ions with the total composition C4H14N, with properties calculated with the ωB97M-V functional and the def2-TZVPD basis.

Results
**Total charge**: +1
**HOMO energy**: -0.55039 Ha
**Multiplicity**: 1
**E_LUMO**: -3.5 eV

Each atom is followed by the atoms it is bonded to, with distances in Å.
Geometry (Å):
1 C -0.408 0.773 -1.009  C2 1.620, H3 1.193, H4 1.099, H5 1.144
2 C -0.489 1.227 -2.561  C1 1.620, H6 1.064, H7 1.155, H8 1.126
3 H -1.547 0.420 -0.953  C1 1.193
4 H 0.432 0.075 -0.889  C1 1.099
5 H -0.309 1.739 -0.402  C1 1.144
6 H -0.826 0.395 -3.132  C2 1.064
7 H 0.515 1.661 -2.933  C2 1.155
8 H -1.158 2.092 -2.831  C2 1.126
9 C 0.923 -0.991 1.181  C10 1.554, N11 1.524, H12 1.124, H13 1.083
10 C 0.606 0.411 1.771  C9 1.554, H14 1.139, H15 1.069, H19 1.097
11 N -0.340 -1.793 0.893  C9 1.524, H16 1.075, H17 0.981, H18 0.997
12 H 1.523 -0.867 0.239  C9 1.124
13 H 1.378 -1.553 1.988  C9 1.083
14 H -0.515 0.370 1.969  C10 1.139
15 H 0.960 1.364 1.441  C10 1.069
16 H -0.861 -1.215 0.151  N11 1.075
17 H -0.026 -2.665 0.572  N11 0.981
18 H -0.880 -1.917 1.722  N11 0.997
19 H 1.022 0.474 2.784  C10 1.097

=====

ii) Below is 2 unconnected molecules or ions with the total composition C4H14N, with properties calculated with the ωB97M-V functional and the def2-TZVPD basis.

Results
**Total charge**: +1
**HOMO energy**: -0.52906 Ha
**Multiplicity**: 1
**E_LUMO**: -4.0 eV

Each atom is followed by the atoms it is bonded to, with distances in Å.
Geometry (Å):
1 C -1.292 -0.231 0.413  C2 1.526, N3 1.512, H4 1.130, H5 1.143
2 C -1.819 1.104 -0.104  C1 1.526, H6 1.037, H7 1.108, H11 1.050
3 N -2.330 -1.328 0.318  C1 1.512, H8 1.077, H9 1.071, H10 1.013
4 H -0.297 -0.483 -0.058  C1 1.130
5 H -1.135 -0.009 1.524  C1 1.143
6 H -2.642 1.175 -0.731  C2 1.037
7 H -1.094 1.685 -0.709  C2 1.108
8 H -1.856 -2.275 0.122  N3 1.077
9 H -2.952 -1.508 1.170  N3 1.071
10 H -2.820 -1.144 -0.549  N3 1.013
11 H -2.025 1.755 0.694  C2 1.050
12 C 2.350 0.782 -0.637  C13 1.472, H14 1.152, H15 1.081, H16 1.099
13 C 3.167 -0.244 0.031  C12 1.472, H17 1.031, H18 1.088, H19 1.116
14 H 1.791 0.355 -1.550  C12 1.152
15 H 1.716 1.200 0.132  C12 1.081
16 H 2.996 1.576 -1.038  C12 1.099
17 H 3.936 -0.357 -0.646  C13 1.031
18 H 3.560 0.097 0.986  C13 1.088
19 H 2.693 -1.238 0.212  C13 1.116

=====

iii) Below is 2 unconnected molecules or ions with the total composition C4H14N, with properties calculated with the ωB97M-V functional and the def2-TZVPD basis.

Results
**Total charge**: +1
**HOMO energy**: -0.53095 Ha
**Multiplicity**: 1
**E_LUMO**: -3.8 eV

Each atom is followed by the atoms it is bonded to, with distances in Å.
Geometry (Å):
1 C 0.408 1.563 1.914  C2 1.522, N3 1.543, H4 1.075, H5 1.071
2 C 1.158 1.740 0.601  C1 1.522, H6 1.084, H7 1.075, H11 1.091
3 N -0.154 0.126 1.919  C1 1.543, H8 0.974, H9 1.021, H10 1.020
4 H 1.116 1.594 2.722  C1 1.075
5 H -0.450 2.191 2.043  C1 1.071
6 H 2.190 2.033 0.760  C2 1.084
7 H 0.784 2.529 -0.025  C2 1.075
8 H 0.579 -0.407 1.562  N3 0.974
9 H -0.389 -0.191 2.861  N3 1.021
10 H -0.978 -0.026 1.337  N3 1.020
11 H 1.196 0.893 -0.085  C2 1.091
12 C -0.049 -1.769 -1.647  C13 1.544, H14 1.088, H15 1.098, H16 1.082
13 C -1.360 -1.144 -2.171  C12 1.544, H17 1.081, H18 1.085, H19 1.087
14 H -0.095 -2.855 -1.712  C12 1.088
15 H 0.700 -1.780 -2.450  C12 1.098
16 H 0.341 -1.483 -0.679  C12 1.082
17 H -1.262 -0.972 -3.234  C13 1.081
18 H -2.200 -1.824 -2.088  C13 1.085
19 H -1.535 -0.218 -1.628  C13 1.087

=====

Stability ranking, top and bottom: iii) is the most stable and i) is the least stable.

=====

i) Below is a single C5H8 molecule, with properties calculated with the ωB97M-V functional and the def2-TZVPD basis.

Results
**HOMO energy**: -0.35849 Ha
**Multiplicity**: 1
**E_LUMO**: 1.1 eV

Each atom is followed by the atoms it is bonded to, with distances in Å.
Geometry (Å):
1 C 1.890 -0.328 -1.742  C2 1.219, H6 1.114
2 C 1.242 -0.360 -0.710  C1 1.219, C3 1.446
3 C 0.415 -0.303 0.476  C2 1.446, C4 1.559, H7 1.103, H8 1.110
4 C -0.888 0.473 0.116  C3 1.559, C5 1.551, H9 1.128, H10 1.141
5 C -1.860 0.333 1.317  C4 1.551, H11 1.132, H12 1.098, H13 1.094
6 H 2.329 -0.294 -2.765  C1 1.114
7 H 0.210 -1.318 0.856  C3 1.103
8 H 0.928 0.289 1.262  C3 1.110
9 H -0.529 1.513 -0.131  C4 1.128
10 H -1.334 -0.017 -0.813  C4 1.141
11 H -2.901 0.699 1.064  C5 1.132
12 H -1.983 -0.712 1.630  C5 1.098
13 H -1.510 0.949 2.151  C5 1.094

=====

ii) Below is a single C5H8 molecule, with properties calculated with the ωB97M-V functional and the def2-TZVPD basis.

Results
**HOMO energy**: -0.30889 Ha
**Multiplicity**: 1
**E_LUMO**: 1.0 eV

Each atom is followed by the atoms it is bonded to, with distances in Å.
Geometry (Å):
1 C 2.292 0.267 -1.091  C2 1.303, H6 1.079, H7 1.081
2 C 1.293 0.026 -0.290  C1 1.303, C3 1.299
3 C 0.549 -0.423 0.676  C2 1.299, C4 1.548, H8 1.188
4 C -0.998 -0.447 0.730  C3 1.548, C5 1.547, H9 1.105, H10 1.091
5 C -1.710 0.255 -0.451  C4 1.547, H11 1.094, H12 1.101, H13 1.096
6 H 2.469 -0.478 -1.852  C1 1.079
7 H 2.965 1.101 -0.958  C1 1.081
8 H 1.547 -0.097 1.231  C3 1.188
9 H -1.387 -1.480 0.778  C4 1.105
10 H -1.335 0.007 1.662  C4 1.091
11 H -1.387 1.295 -0.546  C5 1.094
12 H -2.802 0.258 -0.309  C5 1.101
13 H -1.525 -0.237 -1.413  C5 1.096

=====

Stability ranking, top and bottom: i) is the most stable and ii) is the least stable.